No. 1
The following is a quantum chemistry calculation of a molecular structure, C23H17AsFeN3O6S at a distorted geometry, from OMol25.

Geometry (Å):
Fe  -0.0395  -0.2154  -0.1223
O  -4.0706  1.8124  -1.5997
As  -2.7395  0.6042  -1.6190
O  -1.9304  0.6141  -3.1707
O  -1.6952  0.8643  -0.3297
C  -3.8121  -0.8669  -0.9753
C  -5.1611  -0.6378  -0.8141
C  -5.9936  -1.6457  -0.2837
C  -5.4404  -2.8640  0.0123
C  -4.0674  -3.0750  -0.0807
C  -3.2239  -2.0794  -0.5658
S  -1.5122  -2.5937  -0.3394
O  -1.5602  -4.0339  -0.3994
O  -0.7232  -1.9246  -1.4506
O  -1.0846  -2.0179  0.9545
H  -3.6835  2.6928  -1.6946
H  -5.5231  0.3803  -1.0172
H  -7.0683  -1.4178  -0.2259
H  -6.0636  -3.7044  0.3628
H  -3.6219  -4.0505  0.2476
C  3.5844  -2.5022  -0.9107
C  4.3436  -2.2543  0.2199
C  3.7580  -1.6248  1.2899
C  2.4755  -1.1095  1.1448
N  1.7412  -1.2999  0.0065
C  2.2700  -2.1015  -0.9340
C  1.8041  -0.3087  2.1693
C  2.4257  -0.0089  3.3874
C  1.8469  0.8609  4.2994
C  0.5971  1.3343  3.9879
C  -0.0294  1.0305  2.7879
C  0.5550  0.2279  1.8400
H  4.0071  -2.9451  -1.8111
H  5.4082  -2.5205  0.2781
H  4.2942  -1.3925  2.2181
H  1.5698  -2.3830  -1.7200
H  3.3619  -0.4944  3.6421
H  2.3846  1.1236  5.2104
H  0.0490  1.9586  4.6914
H  -1.0277  1.4021  2.6005
N  3.5641  5.8662  -3.0119
C  3.0653  4.8939  -2.6347
C  2.4008  3.7325  -2.1235
C  1.3855  3.0928  -2.8441
C  0.7383  2.0060  -2.2524
N  1.0752  1.5154  -1.0471
C  1.9998  2.1783  -0.3532
C  2.7000  3.3010  -0.8484
H  1.0706  3.4083  -3.8318
H  -0.0968  1.5302  -2.7984
H  2.2111  1.8510  0.6879
H  3.4818  3.7905  -0.2289

* spin multiplicity: 5
* expectation value of S²: 6.0148
* HOMO energy (alpha / beta): -4.0 / -4.3 eV
* total charge: -1
* LUMO (alpha / beta): 2.0 / 1.9 eV
* HOMO-LUMO gap (alpha / beta): 6.003 / 6.269 eV


No. 2
The following is a quantum chemistry calculation of 2 unconnected molecules or ions with the total composition C17H21N5O4, from OMol25.

Geometry (Å):
N  4.4227  2.2433  1.4862
C  4.9955  1.6519  0.2933
C  5.1918  0.1350  0.4895
C  3.9110  -0.6129  0.7228
C  3.2773  -0.7879  1.9210
N  2.1169  -1.5094  1.7438
C  1.9797  -1.8207  0.4102
C  0.9806  -2.5417  -0.2523
C  1.1149  -2.7089  -1.6174
C  2.2174  -2.1748  -2.3139
C  3.2001  -1.4615  -1.6536
C  3.0891  -1.2713  -0.2661
C  4.1745  1.9462  -0.9573
O  3.1361  2.5611  -0.9785
O  4.7486  1.4581  -2.0789
H  3.4723  1.8873  1.5836
H  4.3138  3.2435  1.3421
H  5.9875  2.0914  0.1267
H  5.8556  0.0168  1.3529
H  5.7113  -0.2747  -0.3835
H  3.5753  -0.4528  2.9071
H  1.4810  -1.7777  2.4750
H  0.1320  -2.9562  0.2859
H  0.3567  -3.2644  -2.1648
H  2.2912  -2.3290  -3.3869
H  4.0460  -1.0470  -2.1971
H  4.1444  1.6841  -2.8062
N  -5.7970  2.1248  0.0703
C  -5.1515  1.3716  -1.0081
C  -3.6744  1.0216  -0.7669
C  -3.4902  0.2054  0.4743
C  -3.2470  -1.1346  0.5857
N  -3.2298  -1.3932  1.9361
C  -3.4727  -0.2220  2.5756
N  -3.6357  0.7661  1.7291
C  -5.9517  0.0827  -1.2779
O  -5.5266  -0.8207  -1.9575
O  -7.1577  0.0717  -0.7149
H  -5.3258  1.9283  0.9558
H  -5.7297  3.1237  -0.0922
H  -5.2265  1.9592  -1.9319
H  -3.3125  0.4629  -1.6346
H  -3.0962  1.9492  -0.6899
H  -3.1121  -1.9046  -0.1595
H  -3.0731  -2.2895  2.3694
H  -3.5163  -0.1458  3.6553
H  -7.1968  0.9151  -0.2018

* HOMO energy: -8.1 eV
* LUMO: 0.4 eV
* HOMO-LUMO gap: 8.428 eV